This record from the OMol25 dataset describes an isolated ion of composition C5H5OS2 and charge -1 in a non-equilibrium geometry. The level of theory is ωB97M-V/def2-TZVPD.

Values from the calculation:
Energy above the lowest of the compared OMol25 structures with the same formula, charge and spin: 26.0 kcal/mol
SMILES: COc1cscc1[S-]
Charge: -1

Geometry (Å):
C -0.52 1.48 0.41
O -0.08 0.89 -0.79
C 0.91 -0.02 -0.54
C 0.74 -1.36 -0.38
S 2.12 -2.29 0.13
C 3.11 -0.80 0.38
C 2.58 0.38 0.04
S 3.42 1.84 -0.04
H -1.47 1.91 0.29
H 0.07 2.47 0.59
H -0.25 0.78 1.18
H -0.21 -1.83 -0.50
H 4.00 -1.07 0.76